The following is a quantum chemistry calculation of a cluster of 9 separate species, C54H135N9 in total in a non-equilibrium geometry, from OMol25.

Geometry as ORCA input:
```
! RIJCOSX wB97M-V def2-TZVPD def2/J DEFGRID3
* xyz 0 1
C -8.09 2.87 18.56
C -7.30 3.20 19.91
N -7.64 2.22 20.91
C -6.70 2.32 22.10
C -5.43 1.55 21.84
C -9.03 2.52 21.30
C -9.55 1.22 21.97
H -7.75 3.62 17.85
H -9.17 3.01 18.61
H -7.80 1.85 18.30
H -6.23 3.23 19.73
H -7.51 4.23 20.19
H -6.46 3.36 22.28
H -7.13 1.92 23.02
H -5.53 0.46 21.91
H -4.94 1.84 20.91
H -4.67 1.78 22.59
H -9.75 2.55 20.48
H -9.27 3.38 21.93
H -9.24 0.39 21.35
H -10.64 1.22 21.96
H -9.07 1.13 22.95
C -19.62 0.63 29.81
C -20.92 0.82 30.54
N -21.00 0.10 31.80
C -21.05 -1.40 31.71
C -22.15 -1.97 30.87
C -22.06 0.59 32.62
C -21.94 2.05 33.10
H -19.46 1.28 28.95
H -19.52 -0.43 29.55
H -18.81 0.92 30.48
H -21.04 1.90 30.64
H -21.78 0.54 29.92
H -20.12 -1.67 31.21
H -21.11 -1.85 32.70
H -22.07 -3.06 30.87
H -23.17 -1.71 31.15
H -22.07 -1.57 29.86
H -22.08 0.00 33.54
H -23.05 0.51 32.17
H -22.77 2.44 33.68
H -21.71 2.82 32.36
H -21.05 2.11 33.72
C -26.18 -10.41 20.45
C -25.39 -9.63 21.53
N -23.96 -10.09 21.69
C -23.83 -11.45 22.18
C -24.31 -11.60 23.64
C -23.25 -9.04 22.45
C -21.74 -9.34 22.42
H -25.63 -10.24 19.53
H -27.15 -9.98 20.19
H -26.29 -11.47 20.68
H -25.42 -8.55 21.38
H -25.90 -9.80 22.48
H -24.41 -12.07 21.51
H -22.81 -11.84 22.15
H -25.37 -11.34 23.73
H -24.26 -12.64 23.95
H -23.78 -10.97 24.35
H -23.54 -9.03 23.50
H -23.40 -8.09 21.94
H -21.41 -9.22 21.39
H -21.53 -10.37 22.71
H -21.13 -8.69 23.06
C -29.60 -2.24 24.20
C -29.41 -0.86 24.94
N -28.24 -0.12 24.67
C -28.02 1.03 25.51
C -27.58 0.68 26.92
C -28.14 0.18 23.26
C -26.65 0.24 22.88
H -29.93 -2.09 23.17
H -30.32 -2.90 24.70
H -28.66 -2.79 24.16
H -30.29 -0.26 24.69
H -29.42 -1.16 25.99
H -28.94 1.63 25.50
H -27.21 1.62 25.07
H -26.69 0.05 26.94
H -28.35 0.10 27.44
H -27.32 1.58 27.48
H -28.71 -0.58 22.71
H -28.68 1.10 23.03
H -26.18 1.02 23.48
H -26.13 -0.68 23.15
H -26.49 0.48 21.83
C -16.63 -2.84 21.33
C -17.93 -3.61 21.25
N -19.20 -2.89 21.09
C -19.42 -1.97 22.22
C -19.54 -2.69 23.56
C -19.19 -2.23 19.77
C -20.57 -1.61 19.37
H -15.84 -3.57 21.49
H -16.61 -2.13 22.16
H -16.49 -2.19 20.47
H -17.79 -4.33 20.44
H -17.99 -4.28 22.11
H -18.67 -1.18 22.21
H -20.39 -1.49 22.08
H -20.19 -3.56 23.48
H -18.54 -3.01 23.84
H -19.96 -1.95 24.25
H -18.90 -2.84 18.91
H -18.44 -1.44 19.84
H -20.47 -0.86 18.58
H -20.98 -1.03 20.19
H -21.28 -2.35 18.99
C -12.74 -8.01 25.50
C -12.39 -6.75 26.35
N -13.37 -6.68 27.44
C -13.14 -7.68 28.52
C -12.05 -7.18 29.56
C -13.65 -5.33 27.92
C -14.84 -5.22 28.86
H -12.19 -7.94 24.56
H -13.79 -8.06 25.23
H -12.53 -8.97 25.98
H -11.36 -6.83 26.70
H -12.48 -5.92 25.66
H -14.12 -7.87 28.97
H -12.82 -8.65 28.16
H -12.47 -6.35 30.14
H -11.65 -7.92 30.26
H -11.15 -6.91 29.00
H -13.80 -4.67 27.07
H -12.79 -4.86 28.41
H -14.69 -5.63 29.86
H -15.68 -5.78 28.45
H -15.14 -4.19 29.06
C -30.99 -5.14 18.26
C -30.75 -4.05 17.25
N -29.75 -4.38 16.19
C -28.40 -4.74 16.68
C -27.72 -3.62 17.46
C -29.73 -3.27 15.23
C -29.26 -3.60 13.85
H -31.87 -4.86 18.84
H -30.26 -5.41 19.03
H -31.31 -6.02 17.71
H -31.74 -3.95 16.80
H -30.52 -3.10 17.73
H -28.48 -5.62 17.32
H -27.74 -5.00 15.85
H -26.85 -3.98 18.01
H -27.28 -2.83 16.86
H -28.27 -3.27 18.34
H -29.17 -2.38 15.52
H -30.74 -2.91 15.06
H -29.80 -4.48 13.51
H -28.20 -3.82 13.85
H -29.40 -2.87 13.06
C -23.35 -4.95 11.03
C -23.10 -5.50 12.45
N -21.69 -5.81 12.59
C -21.32 -7.03 11.73
C -19.82 -7.40 11.90
C -21.22 -5.82 13.99
C -21.85 -6.95 14.88
H -22.52 -4.36 10.64
H -24.23 -4.30 11.02
H -23.49 -5.82 10.39
H -23.37 -4.67 13.11
H -23.77 -6.28 12.79
H -21.49 -6.78 10.68
H -21.95 -7.86 12.03
H -19.83 -7.93 12.85
H -19.10 -6.58 11.94
H -19.40 -8.05 11.14
H -20.14 -5.87 14.06
H -21.51 -4.88 14.46
H -21.39 -6.96 15.87
H -22.91 -6.74 14.86
H -21.77 -7.93 14.40
C -13.43 -0.49 16.30
C -14.41 0.63 16.08
N -15.62 0.22 15.39
C -15.45 -0.43 14.07
C -16.76 -1.24 13.84
C -16.79 1.11 15.56
C -16.82 2.35 14.63
H -13.13 -0.91 15.34
H -13.88 -1.31 16.85
H -12.61 -0.12 16.90
H -14.57 0.91 17.12
H -13.95 1.46 15.54
H -15.35 0.37 13.34
H -14.62 -1.13 14.03
H -17.72 -0.76 13.68
H -16.67 -1.79 12.90
H -16.96 -2.03 14.57
H -16.78 1.56 16.56
H -17.75 0.64 15.40
H -15.89 2.92 14.70
H -17.64 3.01 14.92
H -16.96 2.08 13.59
*
```

Calculated values
Total energy = -2630.95729 Eh
Lowest unoccupied orbital energy = 0.38 eV
Energy relative to the best compared isomer or geometry (same formula, charge and spin) = 104.0 kcal per mole
Kohn-Sham gap = 8.25 eV
Highest occupied orbital energy = -7.8682 eV
SMILES string = CCN(CC)CC.CCN(CC)CC.CCN(CC)CC.CCN(CC)CC.CCN(CC)CC.CCN(CC)CC.CCN(CC)CC.CCN(CC)CC.CCN(CC)CC